Density functional theory data (wB97M-V/def2-TZVPD) for a 11-piece molecular cluster, C35H100N14O11 overall.

The geometry in XYZ format:
```
160
Properties=species:S:1:pos:R:3:forces:R:3
C -3.17813 2.02233 1.64099 0.2 0.4 -1.3
O -4.03437 2.56342 0.57294 0.1 -0.4 0.4
C -4.11297 1.98469 -0.73094 -0.5 -0.6 -0.8
C -4.45749 3.00939 -1.87812 -1.4 1.6 3.6
C -5.84647 3.78368 -1.56560 2.0 0.7 -0.7
N -4.48073 2.50205 -3.20419 0.7 -0.6 0.0
H -3.67341 1.65059 2.53799 -0.8 0.4 -0.2
H -2.51712 2.84989 1.89852 0.0 -0.1 0.2
H -2.54907 1.17868 1.35702 0.0 0.0 -0.7
H -3.22015 1.43800 -1.03442 0.6 0.2 0.3
H -4.88182 1.21948 -0.83783 -0.5 -0.3 0.7
H -3.64778 3.72655 -1.74338 -0.1 0.4 -0.5
H -6.17659 3.86807 -0.53022 -0.1 -1.0 -0.1
H -6.58996 3.57588 -2.33510 -0.2 -0.5 0.5
H -5.60239 4.82951 -1.75209 0.0 0.2 -0.3
H -5.00398 1.63816 -3.20335 -0.4 -0.2 -0.2
H -3.52458 2.21191 -3.35148 0.3 -0.2 -0.7
C -12.42797 -1.89180 3.46842 -1.1 1.1 0.9
O -12.73479 -0.47212 3.40374 0.2 -2.1 -0.4
C -11.84284 0.17904 2.57041 0.8 2.6 -0.3
C -11.64716 -0.19891 1.11090 -0.5 -0.3 -1.1
C -10.65849 0.70013 0.26995 0.0 0.2 1.6
N -12.85014 -0.22356 0.26915 -0.2 0.5 0.6
H -12.82679 -2.36955 2.57355 0.2 -0.4 0.2
H -12.92925 -2.18942 4.38943 -0.3 -0.5 -0.3
H -11.37872 -2.12135 3.65410 0.3 0.3 -0.4
H -12.14048 1.22288 2.66991 0.1 0.3 -0.2
H -10.83546 0.08765 2.97655 0.3 0.1 0.3
H -11.32511 -1.23106 1.24890 0.9 -0.3 -0.7
H -10.83383 1.76661 0.41125 -0.6 0.1 0.4
H -10.79725 0.61113 -0.80751 0.2 -0.7 0.1
H -9.62366 0.60819 0.59976 0.1 -0.5 -0.4
H -12.54646 -0.61746 -0.60989 -0.5 -0.2 -0.1
H -13.58334 -0.78420 0.67928 -0.1 -0.2 -0.1
C -11.06893 8.04099 -1.52092 0.4 -0.6 0.5
O -9.77947 8.47101 -1.86065 0.6 1.5 -0.6
C -9.67054 9.91166 -1.97625 0.3 -0.6 0.2
C -8.62046 10.38785 -3.00006 0.4 0.0 2.6
C -8.33531 11.89501 -2.77208 0.0 0.2 -0.8
N -9.12265 10.24549 -4.32948 -0.9 0.2 -0.8
H -11.78789 8.27679 -2.30552 -0.2 -0.3 -0.1
H -11.43943 8.42508 -0.57049 0.0 0.5 0.1
H -10.92329 6.97803 -1.32852 -0.5 -0.2 -0.5
H -10.61351 10.32300 -2.33638 -0.4 0.0 0.2
H -9.47234 10.31018 -0.98125 0.0 0.1 0.1
H -7.69633 9.85714 -2.77104 0.1 -0.3 -0.5
H -9.16328 12.49771 -3.14533 -0.2 -0.1 -0.2
H -7.47777 12.15323 -3.39341 0.0 0.1 0.0
H -8.14988 12.31760 -1.78459 0.1 -0.8 0.3
H -9.41064 9.31839 -4.60813 0.9 -0.8 0.3
H -10.05745 10.57495 -4.13528 -0.5 0.9 -0.9
C -17.73707 -3.59864 4.81422 -0.3 -1.6 -1.4
O -17.27513 -4.82210 5.39183 0.3 0.7 1.9
C -17.62050 -6.06529 4.78946 -0.7 1.3 0.2
C -17.75317 -7.20503 5.78314 1.0 -1.0 -0.6
C -16.46116 -7.61215 6.45657 0.3 0.9 0.7
N -18.19924 -8.39582 5.08445 -1.4 -0.1 -0.6
H -18.75751 -3.31966 5.07684 -0.1 -0.2 0.5
H -17.76755 -3.84410 3.75266 0.0 0.7 -0.5
H -17.08001 -2.74195 4.96410 0.3 -0.5 0.4
H -18.61880 -5.97551 4.36116 0.0 0.0 -0.6
H -16.83097 -6.21047 4.05212 -0.2 -0.7 -0.4
H -18.55421 -7.02809 6.50086 0.3 0.6 0.2
H -16.10422 -6.75740 7.03111 0.3 -0.3 0.5
H -15.66687 -7.93960 5.78577 -0.2 0.3 -0.5
H -16.65993 -8.50319 7.05208 0.1 0.3 0.6
H -17.78250 -8.56030 4.17926 0.3 -0.1 0.2
H -18.08205 -9.16418 5.72943 0.0 -0.3 -0.6
C -10.73168 4.47117 -6.60369 -0.1 -1.7 0.5
O -10.78856 4.70583 -7.95582 1.5 -1.1 -1.5
C -10.91047 6.01113 -8.36727 -0.5 0.8 -0.3
C -10.58524 6.21990 -9.88477 -0.3 -1.5 1.4
C -11.42356 5.26528 -10.69535 -1.2 1.6 -0.3
N -9.21535 5.91115 -10.16650 1.0 0.2 1.0
H -9.97846 4.97535 -5.99824 0.1 0.7 -0.3
H -10.44451 3.41972 -6.61339 -0.1 -0.2 0.7
H -11.71752 4.54700 -6.14493 -0.1 0.3 0.2
H -11.95409 6.18485 -8.10501 -0.3 1.4 -0.3
H -10.21012 6.62484 -7.80073 -0.1 0.5 0.3
H -10.73437 7.28646 -10.05302 -0.5 -0.1 -0.5
H -12.39375 5.50979 -10.26288 -0.7 -0.8 -0.7
H -11.20373 4.19908 -10.64068 0.2 0.3 0.4
H -11.37389 5.59503 -11.73309 -0.2 -0.3 -0.1
H -8.75540 6.40017 -9.41191 1.1 0.5 -0.2
H -9.11776 4.97025 -9.81255 0.2 -0.7 -0.4
C -11.54041 -8.83687 5.21995 2.0 1.3 -0.1
O -11.50203 -10.17197 5.63842 -1.0 -0.3 0.4
C -11.26570 -10.29363 7.04673 -2.0 -1.9 -0.6
C -11.49417 -11.80122 7.35396 -0.5 -1.5 -0.6
C -12.93249 -12.37204 7.22873 0.9 1.4 -1.6
N -11.16530 -12.17865 8.67846 1.5 0.9 2.0
H -11.50985 -8.14119 6.05852 0.1 0.0 0.2
H -12.26575 -8.36991 4.55367 -1.1 -1.3 0.0
H -10.61395 -8.72358 4.65699 0.3 0.6 0.0
H -10.29457 -9.87887 7.31686 0.0 -0.2 0.2
H -12.11267 -9.85832 7.57707 0.3 0.9 0.3
H -10.90201 -12.42534 6.68468 0.3 0.4 -0.7
H -12.92218 -13.44040 7.44456 0.0 0.1 0.2
H -13.12633 -12.24256 6.16395 -0.9 -0.1 0.0
H -13.61251 -11.81399 7.87237 -0.1 -0.2 -0.1
H -10.22215 -11.86016 8.84913 0.3 -0.1 0.6
H -11.14367 -13.18395 8.77331 -0.1 0.0 0.0
C -4.60882 -7.28951 2.65105 1.2 -0.4 0.7
O -5.13564 -6.01501 2.76109 -0.8 0.6 0.8
C -4.70029 -5.18649 1.73161 -1.6 -0.8 -0.7
C -5.49705 -3.86482 1.52970 -0.1 -1.0 0.3
C -7.10133 -3.81738 1.70548 2.1 -0.4 0.5
N -5.06837 -3.49321 0.16886 -0.4 0.9 0.0
H -3.52782 -7.19064 2.74987 0.4 -0.3 0.2
H -4.73849 -7.80046 1.69700 -0.6 0.1 -0.3
H -4.97359 -7.90253 3.47523 -0.1 0.0 -0.1
H -3.62149 -5.03242 1.70819 0.3 0.5 0.6
H -4.84285 -5.80948 0.84862 -0.2 0.2 -0.7
H -5.08636 -3.16392 2.25645 0.0 0.3 -0.2
H -7.49357 -4.33613 2.58019 0.6 -0.8 -0.1
H -7.57819 -4.22256 0.81298 -0.2 0.5 0.0
H -7.34597 -2.81068 2.04433 -0.2 0.4 -1.2
H -4.06551 -3.59794 0.11048 0.3 0.4 0.1
H -5.37642 -4.19622 -0.48763 -0.5 -0.1 -0.1
C -12.96514 1.29829 8.92943 -0.9 1.3 -1.7
O -14.22486 1.65594 9.45865 -0.1 -0.4 0.8
C -15.33454 1.49041 8.57943 0.7 0.5 -0.2
C -16.55677 1.79367 9.44918 -0.7 0.0 0.6
C -17.83772 1.57389 8.74653 -0.3 -0.2 -2.0
N -16.53498 3.15600 9.98840 1.2 -0.6 0.0
H -12.87444 1.95492 8.06415 0.5 -0.1 -0.6
H -13.00207 0.28582 8.52738 0.5 -0.3 0.5
H -12.11566 1.60114 9.54160 -0.4 -0.6 0.6
H -15.25319 2.15490 7.71923 0.0 1.0 0.0
H -15.29468 0.55850 8.01545 -0.3 -0.9 0.8
H -16.46342 1.13531 10.31285 -0.1 -0.2 0.0
H -17.99451 2.36206 8.01011 0.2 0.4 -0.1
H -18.78535 1.57237 9.28513 0.4 -0.6 0.4
H -17.63125 0.72712 8.09197 -1.0 -0.6 0.2
H -16.91086 3.81915 9.32579 -0.1 0.0 -0.3
H -15.52905 3.22716 9.93245 0.4 1.5 0.9
N -17.09170 -6.27783 -1.92222 -3.8 1.7 -1.5
C -15.88733 -5.70501 -1.92999 0.2 -2.1 0.9
N -15.11036 -6.62297 -1.34983 3.6 -0.9 1.3
O -15.47347 -4.67387 -2.37023 -0.4 1.5 -0.9
H -17.76406 -5.77695 -2.48537 -0.4 -0.4 0.3
H -17.32136 -7.18843 -1.55052 0.3 0.4 -0.4
H -15.48355 -7.24046 -0.64305 0.4 0.2 -0.2
H -14.16265 -6.28655 -1.25617 0.0 -0.4 0.5
N -16.58494 2.42821 2.89661 -0.1 -4.0 3.1
C -16.50140 3.46174 2.13289 -0.6 -0.9 0.3
N -15.52841 3.51839 1.34020 6.5 -0.1 -4.6
O -17.33282 4.26473 2.11676 -5.6 5.8 0.4
H -17.48635 2.41691 3.35205 0.3 -0.7 0.1
H -16.07481 1.59990 2.62503 -0.5 -0.1 0.6
H -14.87335 2.75366 1.26166 0.1 0.3 -0.1
H -15.46479 4.26834 0.66666 -0.1 -0.3 0.3
N -6.77686 5.17486 3.63201 3.9 -0.5 -1.0
C -8.01099 5.45798 3.99444 2.1 -0.8 2.8
N -8.88253 5.34822 3.05647 -3.9 0.4 -4.1
O -8.24290 5.68440 5.14180 -1.2 0.9 2.9
H -6.07124 5.25739 4.34991 -0.3 0.0 -0.1
H -6.50460 4.62781 2.82783 -0.4 0.2 0.0
H -8.59891 5.87216 2.24091 -0.3 -0.3 -0.4
H -9.81574 5.59585 3.35293 0.0 0.0 0.0
```
Forces are in eV/Å.

lowest unoccupied orbital energy: -0.117 eV
total charge: 0
energy relative to the best compared isomer or geometry (same formula, charge and spin): 9.032 eV
SMILES string: COC[C@H](C)N.COC[C@H](C)N.COC[C@H](C)N.COC[C@H](C)N.COC[C@H](C)N.COC[C@H](C)N.COC[C@H](C)N.COC[C@H](C)N.NC(N)=O.NC(N)=O.NC(N)=O
multiplicity: 1


Density functional theory data (wB97M-V/def2-TZVPD) for C35H20Cl3F4N10OReS5Sb as an isolated structure.

The geometry in XYZ format:
```
80
Properties=species:S:1:pos:R:3:forces:R:3
Re -2.03510 -0.51400 1.86158 -1.3 -2.9 -0.5
N 0.85180 -4.10230 0.50048 0.4 -0.2 0.0
C -0.05380 -3.34960 1.15118 -1.2 0.3 0.1
S -1.71860 -3.62060 0.85458 0.1 0.4 0.1
N 0.40960 -2.47070 2.00368 2.4 -0.5 -0.1
N -0.33750 -1.60600 2.63948 -1.4 1.1 0.6
C -0.01360 -1.28770 3.86208 0.3 -0.6 -0.6
C -0.85840 -0.37280 4.55968 -0.1 0.3 0.4
C -0.62540 0.03610 5.87458 0.0 -0.1 -0.5
C -1.55270 0.83500 6.50988 -0.2 0.0 -0.1
C -2.69400 1.21430 5.81288 0.3 -0.1 0.0
C -2.83120 0.82150 4.49598 -0.7 0.5 0.3
N -1.94960 0.04480 3.87318 0.0 -0.1 0.2
H 0.55020 -4.97800 0.10318 -0.1 0.1 0.0
H 1.81880 -4.03510 0.78968 -0.1 0.0 0.0
H 0.83270 -1.75960 4.34318 0.1 0.0 -0.1
H 0.28510 -0.27240 6.35858 0.1 -0.1 0.1
H -1.39820 1.16080 7.52588 0.0 0.0 0.1
H -3.46620 1.81110 6.26918 0.0 0.1 0.0
H -3.67610 1.15130 3.90678 0.0 -0.1 0.0
S -4.81790 -1.57470 4.07208 -0.7 0.1 -0.3
Sb -5.63650 -1.14700 1.79718 1.0 0.0 0.9
S -4.20310 0.70280 1.33558 0.8 -0.4 0.1
S -3.56210 -2.37750 2.59128 -0.4 0.3 -0.2
Cl -0.94160 -5.26380 -8.40612 0.0 -0.1 -0.2
C -0.52380 -4.41020 -6.97242 0.0 0.2 0.4
C 0.50680 -3.47970 -6.98972 0.0 -0.1 -0.1
C 0.83780 -2.81440 -5.82592 -0.1 -0.1 0.1
C 0.16220 -3.05720 -4.63612 0.1 -0.1 0.2
C 0.57180 -2.33080 -3.37792 -0.3 0.1 0.1
C -0.05920 -0.90280 -3.32722 0.7 -0.4 -0.3
N -1.03710 -0.84230 -2.28112 -0.2 0.2 0.6
C -2.34840 -1.18800 -2.38782 -0.7 0.0 0.4
C -2.85260 -1.19550 -1.12322 -0.3 -0.2 -0.7
N -1.86380 -0.86350 -0.24862 -0.2 0.6 0.1
C -0.77900 -0.66620 -0.98072 0.1 0.1 0.2
O 1.97520 -2.24960 -3.30642 0.2 0.0 -0.4
C 2.51820 -2.52790 -2.03582 0.1 -0.1 0.3
C 4.01000 -2.56610 -2.13672 0.0 -0.4 0.4
C 4.81400 -3.26340 -1.27772 0.2 0.4 -0.5
Cl 4.29560 -4.20350 0.05168 0.0 -0.2 0.2
S 6.49510 -3.09640 -1.64732 -0.6 0.1 -0.1
C 6.10730 -2.07930 -2.97632 0.1 -0.2 0.2
C 4.77130 -1.88390 -3.11502 0.2 0.1 0.0
C -0.87800 -3.98170 -4.64492 0.2 0.1 -0.2
Cl -1.77620 -4.32200 -3.20072 -0.1 -0.2 0.1
C -1.22660 -4.65760 -5.80182 0.0 0.0 -0.2
H 1.04320 -3.28560 -7.90422 0.0 0.0 -0.1
H 1.64530 -2.09980 -5.81832 0.1 0.1 -0.1
H 0.19090 -2.89440 -2.51522 0.1 0.1 -0.1
H -0.53170 -0.65090 -4.27712 0.0 0.1 0.1
H 0.73010 -0.17550 -3.12952 -0.1 0.0 0.0
H -2.81960 -1.38440 -3.32722 0.0 -0.1 -0.2
H -3.84210 -1.45530 -0.79882 0.0 0.1 0.0
H 0.18460 -0.40320 -0.58892 0.2 0.0 0.0
H 2.15550 -3.49690 -1.66222 0.0 0.2 -0.1
H 2.22590 -1.75390 -1.30522 -0.1 -0.1 0.0
H 6.90020 -1.69090 -3.58392 0.1 0.1 -0.1
H 4.32300 -1.27760 -3.87922 0.0 0.1 -0.2
H -2.03030 -5.37510 -5.79172 -0.1 -0.1 0.0
F -0.17910 3.36230 3.25718 0.1 0.5 -0.2
C 0.01470 4.51100 2.58548 0.0 0.6 1.3
C 0.18790 5.66970 3.28398 -0.3 -1.5 0.2
F 0.14870 5.62060 4.61578 0.0 0.0 -0.6
C 0.39720 6.92500 2.63058 0.2 1.5 0.9
C 0.45390 6.87110 1.20168 0.0 -0.6 -1.3
C 0.30520 5.69980 0.51078 0.3 1.4 -0.1
F 0.37300 5.70510 -0.82182 0.0 0.1 0.4
C 0.04630 4.46350 1.16418 -0.3 -1.5 -0.8
C -0.20320 3.26970 0.46928 0.5 2.1 0.7
C -0.63910 2.11140 1.06618 -0.7 -2.0 1.3
N -1.05170 1.08970 1.45218 1.1 1.9 -1.1
C -0.04930 3.07220 -0.92242 0.1 0.2 -0.5
N 0.09230 2.76260 -2.01682 0.0 -0.1 -0.4
F 0.66050 8.00190 0.53158 -0.1 -0.5 0.2
C 0.54470 8.10980 3.34908 -0.2 -1.6 -1.0
C 0.73350 9.37870 2.76508 0.1 0.5 -0.4
N 0.88270 10.44080 2.35758 0.0 0.2 -0.1
C 0.51450 8.15780 4.75788 0.0 0.0 0.7
N 0.49510 8.25670 5.90048 0.0 0.1 0.3
```
Forces are in eV/Å.

lowest unoccupied orbital energy (alpha / beta): -5.988 / -6.004 eV
total charge: +1
multiplicity: 1


| no. | energy (eV) |
| --- | --- |
| 1 | -81290.92755 |
| 2 | -164840.33481 |